C14H20N5OPtS | ωB97M-V with the def2-TZVPD basis set

```
42
C14H20N5OPtS ωB97M-V with the def2-TZVPD basis set
Pt -0.09 -0.74 -0.59
N -0.48 -3.88 -3.66
C -0.45 -3.18 -2.55
S -0.98 -1.49 -2.57
N -0.09 -3.77 -1.43
N 0.07 -3.17 -0.31
C 0.13 -3.82 0.82
C 0.49 -3.27 2.07
C 0.64 -4.13 3.17
C 1.01 -3.68 4.42
C 1.20 -2.30 4.64
C 1.07 -1.41 3.60
C 0.73 -1.84 2.28
O 0.64 -0.98 1.36
H -0.83 -3.51 -4.54
H -0.16 -4.84 -3.66
H -0.11 -4.88 0.81
H 0.49 -5.19 3.01
H 1.16 -4.38 5.22
H 1.45 -1.95 5.62
H 1.22 -0.35 3.76
C 0.56 3.63 -2.12
C 0.66 2.10 -1.97
N -0.24 1.63 -0.92
C -1.62 1.99 -1.24
C -1.75 3.53 -1.37
N -0.42 4.13 -1.11
C 0.04 3.79 0.25
C 0.14 2.25 0.36
H 0.21 3.91 -3.12
H 1.52 4.11 -1.95
H 1.68 1.80 -1.72
H 0.40 1.60 -2.91
H -2.28 1.62 -0.45
H -1.91 1.51 -2.18
H -2.47 3.93 -0.65
H -2.08 3.81 -2.37
H -0.49 5.15 -1.20
H -0.68 4.18 0.98
H 1.00 4.26 0.44
H -0.51 1.87 1.15
H 1.16 1.95 0.61
```

relative energy (zero: lowest compared OMol25 entry of this formula, charge and spin): 18.2 kcal per mole
spin multiplicity: 5
charge: +3
LUMO (alpha / beta): -9.72 / -12.77 eV
gap between HOMO and LUMO (alpha / beta): 7.56 / 5.57 eV



C14H21AgAsF6NO8 | ωB97M-V with the def2-TZVPD basis set

```
52
C14H21AgAsF6NO8 ωB97M-V with the def2-TZVPD basis set
Ag -0.22 -1.81 1.89
As 1.84 -3.97 6.21
F 3.19 -3.57 7.36
F 2.92 -4.39 4.88
F 0.36 -4.50 5.27
F 0.77 -3.47 7.49
F 1.71 -2.23 5.66
F 1.93 -5.67 6.86
C 5.42 -0.16 -6.59
C 5.51 -0.76 -5.31
C 4.25 -1.10 -4.70
C 3.03 -0.84 -5.29
C 2.98 -0.29 -6.61
C 4.17 0.09 -7.22
N 1.74 -1.33 -4.63
O 0.74 -1.47 -5.37
O 1.78 -1.45 -3.42
H 6.37 0.08 -7.03
H 6.38 -0.69 -4.68
H 4.36 -1.65 -3.78
H 2.03 0.02 -7.01
H 4.06 0.57 -8.19
C 0.55 7.60 -0.30
C 1.02 6.87 0.92
O 0.58 5.49 0.71
C 1.34 4.40 1.30
O 1.10 3.26 1.11
O 2.52 4.82 1.82
C 3.54 3.96 2.32
H -0.49 7.29 -0.42
H 1.00 7.30 -1.25
H 0.70 8.68 -0.26
H 0.38 7.24 1.72
H 2.08 7.08 1.08
H 3.62 4.02 3.41
H 4.54 4.32 2.10
H 3.52 2.91 2.03
C -6.31 -5.23 2.25
C -6.93 -3.91 2.75
O -7.00 -3.10 1.59
C -5.95 -2.28 1.18
O -4.79 -2.34 1.56
O -6.37 -1.57 0.11
C -5.44 -1.08 -0.82
H -6.92 -5.62 1.44
H -6.19 -6.02 2.99
H -5.34 -5.29 1.76
H -6.31 -3.42 3.50
H -8.00 -3.98 2.99
H -6.10 -0.67 -1.58
H -4.89 -1.86 -1.34
H -4.75 -0.31 -0.47
```

LUMO: -4.39 eV
gap between HOMO and LUMO: 6.11 eV



C14H21BF4N7OV | ωB97M-V with the def2-TZVPD basis set

```
49
C14H21BF4N7OV ωB97M-V with the def2-TZVPD basis set
O -2.98 -1.90 -0.88
V -1.75 -2.14 0.05
B -0.86 0.26 -0.88
F -1.56 -0.09 0.34
F -0.23 -0.94 -1.27
F -1.79 0.54 -1.85
F 0.09 1.24 -0.66
C -4.02 -0.91 4.08
C -3.27 -1.44 2.97
N -2.63 -1.81 2.10
H -5.07 -1.20 3.98
H -3.92 0.17 4.09
H -3.63 -1.30 5.02
C 2.01 -2.86 -2.76
C 2.43 -3.13 -1.40
N 2.74 -3.27 -0.30
H 2.84 -3.05 -3.45
H 1.78 -1.80 -2.85
H 1.14 -3.45 -3.04
C -0.25 1.34 -4.24
C -1.33 0.48 -4.69
N -2.17 -0.22 -5.03
H 0.31 1.79 -5.06
H 0.38 1.01 -3.42
H -0.74 2.23 -3.81
C 2.44 -1.87 2.50
C 1.16 -2.09 1.84
N 0.18 -2.26 1.29
H 3.07 -2.74 2.27
H 2.37 -1.74 3.58
H 2.93 -1.06 1.97
C 0.46 1.21 2.66
C 1.31 1.22 3.84
N 2.02 1.23 4.74
H -0.05 0.24 2.63
H 1.04 1.30 1.74
H -0.31 1.97 2.79
C 3.61 1.51 -1.95
C 3.98 0.25 -2.62
N 4.28 -0.72 -3.16
H 4.01 1.53 -0.94
H 2.53 1.54 -1.89
H 4.09 2.33 -2.48
C -2.47 3.38 0.42
C -3.29 2.46 1.20
N -3.96 1.76 1.81
H -1.88 2.89 -0.34
H -1.86 4.00 1.07
H -3.16 4.12 0.01
```

relative energy (zero: lowest compared OMol25 entry of this formula, charge and spin): 0.0 kcal per mole
spin multiplicity: 2
charge: +1
LUMO (alpha / beta): -6.35 / -5.88 eV
gap between HOMO and LUMO (alpha / beta): 7.24 / 7.70 eV



C14H21BO4S2 | ωB97M-V with the def2-TZVPD basis set

```
42
C14H21BO4S2 ωB97M-V with the def2-TZVPD basis set
C -4.29 4.22 2.87
C -3.86 3.33 1.79
C -4.58 2.76 0.79
C -3.64 1.97 0.03
C -2.36 2.20 0.44
B -0.59 1.13 1.41
O -0.20 0.59 2.60
C 0.49 -0.59 1.99
C 0.71 -0.34 0.47
C 1.59 -1.18 -0.39
C 1.31 1.11 0.20
O 0.26 1.97 0.60
C -0.79 -0.42 -0.10
O -1.65 0.25 0.80
O -2.53 2.93 1.65
H -5.34 4.54 2.75
H -4.27 3.78 3.87
H -3.73 5.15 2.99
H -5.64 2.82 0.59
H -3.87 1.29 -0.78
H 1.36 -0.60 2.64
H -0.08 -1.53 2.16
H 2.66 -0.77 -0.09
H 2.55 -0.62 -1.00
H 1.65 -2.15 0.06
H 2.19 1.30 0.81
H 1.64 1.24 -0.84
H -0.90 0.09 -1.09
H -1.05 -1.51 -0.20
C 3.49 -2.75 -1.63
C 3.33 -1.94 -2.92
S 1.89 -0.86 -3.09
C 0.85 -1.42 -1.75
S 0.69 -3.28 -2.08
C 2.39 -3.80 -1.53
H 4.48 -3.20 -1.69
H 3.52 -2.14 -0.73
H 4.14 -1.22 -3.08
H 3.25 -2.66 -3.76
H -0.10 -0.94 -2.04
H 2.72 -4.63 -2.21
H 2.29 -4.14 -0.50
```

relative energy (zero: lowest compared OMol25 entry of this formula, charge and spin): 185.0 kcal per mole
LUMO: -1.25 eV
gap between HOMO and LUMO: 3.62 eV



C14H21CaO12 | ωB97M-V with the def2-TZVPD basis set

```
48
C14H21CaO12 ωB97M-V with the def2-TZVPD basis set
Ca -26.99 9.14 -25.06
C -21.34 6.87 -24.99
C -21.65 8.40 -25.03
O -22.79 8.85 -25.17
O -20.67 9.22 -25.24
H -20.84 6.45 -24.13
H -20.49 6.70 -25.64
H -22.15 6.21 -25.31
C -27.93 9.46 -31.08
C -27.68 9.40 -29.56
O -26.44 9.29 -29.20
O -28.58 9.39 -28.76
H -27.22 10.20 -31.45
H -28.92 9.83 -31.32
H -27.76 8.48 -31.53
C -26.16 15.55 -24.56
C -26.06 14.16 -25.16
O -26.75 13.26 -24.67
O -25.27 13.99 -26.03
H -25.20 16.01 -24.32
H -26.76 15.74 -23.67
H -26.77 16.10 -25.28
C -27.25 4.66 -16.72
C -27.47 6.12 -17.05
C -26.31 7.05 -16.57
O -25.82 7.39 -17.79
C -26.59 7.13 -18.80
O -26.67 7.70 -19.89
O -27.48 6.21 -18.45
H -28.04 3.97 -17.02
H -27.03 4.61 -15.66
H -26.33 4.35 -17.21
H -28.37 6.43 -16.52
H -25.46 6.65 -16.01
H -26.67 7.95 -16.07
C -25.80 0.34 -25.36
C -27.10 0.84 -24.80
C -27.17 1.00 -23.34
O -26.53 2.28 -23.20
C -26.64 3.01 -24.35
O -26.21 4.15 -24.58
O -27.25 2.13 -25.28
H -25.47 -0.58 -24.87
H -24.96 1.01 -25.18
H -25.83 0.13 -26.43
H -27.81 0.03 -24.96
H -26.60 0.21 -22.86
H -28.17 1.16 -22.96
```

relative energy (zero: lowest compared OMol25 entry of this formula, charge and spin): 275.5 kcal per mole
charge: -1
LUMO: -1.13 eV
gap between HOMO and LUMO: 3.08 eV



C14H21Cl2MoN5O2STe | ωB97M-V with the def2-TZVPD basis set

```
47
C14H21Cl2MoN5O2STe ωB97M-V with the def2-TZVPD basis set
Mo 0.39 -0.59 -0.44
C 4.82 -4.46 1.51
C 4.35 -3.63 0.39
N 5.09 -3.06 -0.51
N 4.22 -2.40 -1.31
C 2.96 -2.54 -0.95
S 1.59 -1.91 -1.84
N 3.01 -3.34 0.13
N 1.90 -3.75 0.87
H 5.90 -4.44 1.52
H 4.50 -5.50 1.39
H 4.44 -4.09 2.46
H 4.57 -1.88 -2.11
H 1.99 -3.35 1.80
H 1.91 -4.77 0.92
N -0.84 -2.23 0.36
H -1.27 -2.03 1.26
H -0.20 -3.01 0.49
H -1.59 -2.54 -0.26
C -5.19 4.50 0.37
C -4.20 3.56 -0.23
C -4.04 3.45 -1.61
C -3.13 2.58 -2.18
C -3.02 2.54 -3.69
C -2.33 1.79 -1.33
Te -1.00 0.49 -2.28
C -2.46 1.88 0.06
C -1.69 1.07 1.06
C -3.39 2.77 0.59
H -5.76 5.02 -0.39
H -4.68 5.25 0.99
H -5.89 3.97 1.02
H -4.66 4.06 -2.25
H -3.70 3.26 -4.13
H -3.27 1.56 -4.08
H -2.01 2.79 -4.03
H -0.68 0.80 0.72
H -2.23 0.16 1.34
H -1.51 1.63 1.98
H -3.49 2.85 1.66
Cl 4.75 -0.38 1.87
C 3.43 0.80 1.80
Cl 2.82 1.25 3.39
C 2.28 0.20 1.03
O 1.82 -0.94 1.27
O 1.72 0.88 0.09
H 3.80 1.69 1.30
```

relative energy (zero: lowest compared OMol25 entry of this formula, charge and spin): 0.0 kcal per mole
charge: +2
LUMO (alpha / beta): -8.02 / -8.05 eV
gap between HOMO and LUMO (alpha / beta): 5.97 / 5.98 eV



C14H21Cl2NO4Ru | ωB97M-V with the def2-TZVPD basis set

```
43
C14H21Cl2NO4Ru ωB97M-V with the def2-TZVPD basis set
C -0.19 2.59 -0.67
C 0.53 1.97 -1.73
C 1.74 1.44 -1.20
C 0.11 1.86 -3.14
C 1.76 1.70 0.19
C 0.56 2.38 0.53
C 0.15 2.81 1.88
C -1.47 3.31 -0.78
C 2.76 0.69 -1.97
C 2.85 1.32 1.11
Ru -1.22 -0.85 0.71
Cl -0.24 -1.50 -1.22
Cl -2.76 0.08 -0.73
O 0.44 -0.53 1.54
H -0.80 2.44 -3.31
H -0.10 0.80 -3.39
H 0.89 2.23 -3.82
H 2.30 -0.19 -2.44
H 3.56 0.36 -1.30
H 3.20 1.32 -2.75
H 3.17 0.28 0.92
H 2.51 1.41 2.15
H 3.74 1.96 1.00
H 0.65 2.20 2.64
H -0.94 2.68 2.01
H 0.41 3.87 2.06
H -2.05 2.95 -1.63
H -1.31 4.39 -0.93
H -2.07 3.19 0.13
H 0.84 -1.44 1.63
O -2.06 0.30 2.13
H -2.92 0.61 1.77
O 0.99 -3.12 1.54
C -0.13 -3.51 1.22
C -0.52 -4.85 0.63
C -2.04 -4.85 0.57
C -2.46 -3.42 0.87
O -3.54 -2.88 0.76
N -1.29 -2.73 1.28
H -0.10 -4.91 -0.39
H -0.11 -5.67 1.23
H -2.39 -5.15 -0.42
H -2.46 -5.54 1.31
```

spin multiplicity: 5
charge: -2
LUMO (alpha / beta): 5.64 / 5.13 eV
gap between HOMO and LUMO (alpha / beta): 4.70 / 5.17 eV



C14H21ClO10 | ωB97M-V with the def2-TZVPD basis set

```
46
C14H21ClO10 ωB97M-V with the def2-TZVPD basis set
C 6.23 -1.14 0.28
C 5.16 -0.03 0.72
C 4.17 0.42 -0.50
C 2.68 0.23 0.06
O 1.64 0.76 -0.85
C 0.42 0.22 -0.31
C -0.22 -0.97 -0.78
Cl 0.34 -2.00 -2.17
C -1.46 -1.11 0.21
O -2.00 -2.15 0.63
O -1.75 0.27 0.54
C -0.44 0.78 0.92
O -0.12 1.43 1.93
H 5.74 -2.01 -0.30
H 7.03 -0.67 -0.38
H 6.77 -1.57 1.21
H 4.51 -0.51 1.54
H 5.68 0.89 1.15
H 4.36 1.54 -0.69
H 4.42 -0.21 -1.42
H 2.41 -0.89 0.22
H 2.61 0.79 1.05
C -2.22 3.67 2.47
O -2.82 4.75 3.18
C -1.98 5.75 3.48
O -0.80 5.80 3.20
O -2.67 6.69 4.14
C -1.89 7.83 4.52
H -2.99 2.92 2.29
H -1.83 4.01 1.51
H -1.42 3.21 3.07
H -1.49 8.33 3.64
H -1.08 7.54 5.20
H -2.55 8.52 5.05
C -2.48 -6.58 -5.61
O -2.11 -5.45 -4.82
C -2.87 -5.26 -3.73
O -3.80 -5.95 -3.39
O -2.42 -4.17 -3.09
C -3.14 -3.84 -1.91
H -1.80 -6.64 -6.46
H -2.39 -7.50 -5.03
H -3.50 -6.47 -5.99
H -3.07 -4.66 -1.18
H -4.18 -3.62 -2.14
H -2.68 -2.95 -1.47
```

LUMO: -1.17 eV
structure (SMILES): CCCCOC1=C(Cl)C(=O)OC1=O.COC(=O)OC.COC(=O)OC
gap between HOMO and LUMO: 9.30 eV